The ion C4H6NO3 with charge -1. Source: the OMol25 dataset; level of theory: the ωB97M-V functional and the def2-TZVPD basis.

Last column: Mulliken charge in e.
Positions of all 14 atoms, in Å:
N: 0.793764 1.961927 1.352870  -0.41
C: 0.056181 0.789501 1.687094  0.52
O: -0.769013 0.927432 2.613003  -0.67
C: 0.285604 -0.378209 0.740181  -0.52
C: -0.712123 -0.384992 -0.410396  -0.53
C: -0.062700 -0.960438 -1.750559  0.45
O: 0.033934 -2.165186 -1.865437  -0.72
O: 0.233452 -0.129640 -2.581162  -0.72
H: 1.568465 2.030878 0.756557  0.19
H: 0.362849 2.679799 1.875665  0.22
H: 1.297582 -0.244861 0.390013  0.34
H: 0.228335 -1.336964 1.298841  0.24
H: -0.803428 0.654935 -0.551167  0.37
H: -1.598902 -0.973301 -0.169146  0.25

Forces on the atoms, in the same order (eV/Å):
N -2.1 -2.6 1.3
C -0.5 1.7 0.3
O 1.3 -0.9 -1.7
C 0.0 -1.1 1.8
C 1.2 -0.9 -0.4
C -1.2 0.5 1.6
O 0.1 -3.0 0.6
O 0.9 2.7 -1.7
H 0.7 0.1 -0.8
H 0.4 1.4 0.2
H 0.4 -0.2 -0.4
H 0.2 0.6 -0.2
H -1.3 1.2 -0.8
H -0.1 0.5 0.1

Results
Structure (SMILES): NC(=O)CCC(=O)[O-]
Kohn-Sham gap, eV: 7.74
Total charge: -1

---

The ion C4H6NO3 with charge -1. Source: the OMol25 dataset; level of theory: the ωB97M-V functional and the def2-TZVPD basis.

Last column: Mulliken charge in e.
Positions of all 14 atoms, in Å:
N: 1.426177 1.022572 0.410608  -0.34
C: 0.560633 1.273142 -0.651442  0.35
O: 0.923461 2.151945 -1.423180  -0.68
C: -0.666018 0.403737 -0.773260  -0.31
C: -0.264482 -1.009944 -0.408709  -0.90
C: -0.679313 -1.351076 1.103467  0.60
O: 0.031123 -0.917153 2.039954  -0.76
O: -1.703756 -2.057983 1.212569  -0.74
H: 1.358056 0.307205 1.123701  0.25
H: 1.881222 1.892760 0.641022  0.23
H: -1.468513 0.890133 -0.188434  0.30
H: -1.247416 0.468583 -1.721073  0.27
H: 0.755689 -1.345315 -0.451209  0.49
H: -0.906863 -1.728607 -0.914014  0.25

Forces on the atoms, in the same order (eV/Å):
N -0.4 0.7 -0.6
C 1.3 0.1 0.1
O -1.0 0.3 -0.3
C -0.2 0.7 -0.7
C -2.3 -1.5 2.1
C -0.4 -0.4 -0.2
O 0.5 0.3 -0.3
O 0.0 0.1 -0.1
H -1.0 -0.1 0.2
H 0.4 -0.4 0.0
H 0.6 -0.7 0.9
H 1.4 0.0 -0.2
H 0.6 0.6 -0.7
H 0.3 0.1 -0.4

Results
Structure (SMILES): NC(=O)CCC(=O)[O-]
Kohn-Sham gap, eV: 8.26
Total charge: -1

---

The ion C4H6NO3 with charge -1. Source: the OMol25 dataset; level of theory: the ωB97M-V functional and the def2-TZVPD basis.

Last column: Mulliken charge in e.
Positions of all 14 atoms, in Å:
C: -0.456253 -1.789361 -0.846838  -0.98
C: 0.083931 -1.259386 0.535828  -0.56
C: 0.731734 0.139652 0.175240  0.51
O: 1.932254 0.193310 0.021144  -0.63
N: -0.147420 1.162703 0.318263  -0.14
C: 0.108695 2.664559 0.083167  0.44
O: 1.038579 2.941560 -0.676417  -0.65
O: -0.588294 3.375042 0.822300  -0.73
H: 0.268155 -2.458852 -1.302638  0.29
H: -0.745102 -0.885075 -1.403397  0.34
H: -1.461832 -2.198280 -0.644836  0.27
H: 0.947750 -1.754037 1.005300  0.26
H: -0.594335 -1.160363 1.373708  0.35
H: -1.117862 1.028526 0.539176  0.24

Forces on the atoms, in the same order (eV/Å):
C -1.2 0.7 2.2
C 1.6 1.2 -1.0
C -1.1 -0.8 2.3
O 0.3 0.2 -0.7
N 0.4 1.4 -1.1
C 1.4 0.0 0.7
O -0.6 -0.3 -0.2
O -0.7 -0.4 -0.3
H -0.4 0.1 -0.3
H 0.7 -0.4 -0.4
H 0.6 -0.8 -0.4
H -0.3 -0.5 -0.7
H -0.8 0.1 -0.3
H 0.1 -0.6 0.2

Results
Structure (SMILES): CCC(=O)NC(=O)[O-]
Kohn-Sham gap, eV: 8.17
Total charge: -1

---

A cluster of 2 separate species, C4H6NO3 in total. Source: the OMol25 dataset; level of theory: the ωB97M-V functional and the def2-TZVPD basis.

Last column: Mulliken spin population.
Positions of all 14 atoms, in Å:
C: 2.249619 1.343770 0.467272  0.61
C: 1.893204 -0.013939 0.186474  0.06
N: 0.607851 -0.171408 -0.486288  0.02
C: -0.590106 0.560730 0.055400  0.01
C: -1.883068 -0.167160 -0.265043  0.00
O: -1.750658 -1.361661 -0.621503  0.00
O: -2.972332 0.596938 -0.168925  0.03
O: 2.495616 -1.046388 0.450086  0.24
H: 3.205870 1.479277 0.903185  0.03
H: 1.563722 2.126516 0.185493  0.04
H: -0.509695 0.738408 2.019322  -0.03
H: 0.387631 -1.185849 -0.591429  0.00
H: -0.601861 1.632037 -0.221208  0.00
H: -0.499521 0.557951 1.166777  -0.02

Forces on the atoms, in the same order (eV/Å):
C -0.2 -0.8 -0.2
C -1.2 -0.9 -0.7
N -2.3 1.0 2.3
C 3.2 -1.0 -7.2
C -5.3 -0.1 -0.4
O 0.2 1.9 0.7
O 4.7 -2.4 -0.2
O 0.1 1.2 -0.1
H 0.6 0.5 0.4
H 0.3 0.2 0.1
H 0.0 0.0 -0.9
H -0.3 0.8 0.1
H 0.1 -0.5 0.8
H 0.1 -0.1 5.2

Results
Multiplicity: 2
Kohn-Sham gap (alpha / beta), eV: 6.26 / 5.87
Total charge: 0

---

A cluster of 2 separate species, C4H6NO3S in total. Source: the OMol25 dataset; level of theory: the ωB97M-V functional and the def2-TZVPD basis.

Last column: Mulliken charge in e.
Positions of all 15 atoms, in Å:
C: -0.454911 -1.345354 0.573575  0.12
C: 0.526054 0.323649 -1.192058  -0.28
C: -0.867602 0.095772 -1.667966  -0.68
C: -0.463092 -0.147181 -0.274501  0.05
N: 0.752511 -1.448618 1.442707  -0.49
O: 0.998543 1.588739 1.942812  -0.56
O: -1.319430 -2.187259 0.631315  -0.68
O: -0.441983 2.861061 0.387320  -0.52
S: -0.316004 1.785797 1.376327  0.63
H: 1.249655 -0.391169 -1.512390  0.20
H: 1.059472 1.317917 -1.123068  0.20
H: -1.571791 0.778281 -2.070523  0.22
H: -0.981859 -0.805622 -2.243229  0.24
H: 1.056310 -0.400816 1.490108  0.33
H: 0.774125 -2.025198 2.239571  0.22

Forces on the atoms, in the same order (eV/Å):
C 2.0 0.1 0.9
C 2.3 1.4 -0.6
C -0.2 -1.4 -0.1
C -0.5 0.8 3.0
N -1.0 4.3 -3.6
O 1.3 -0.2 0.1
O -0.9 -0.7 0.0
O 0.4 -0.2 0.3
S -2.3 -0.3 -1.3
H 0.5 -0.7 -0.5
H -1.2 -0.6 0.1
H -0.4 1.4 0.4
H 0.1 -0.6 -0.3
H 0.0 -2.8 0.8
H -0.5 -0.4 1.0

Results
Kohn-Sham gap, eV: 7.09
Total charge: -1

---

The ion C4H6NO3S with charge -1. Source: the OMol25 dataset; level of theory: the ωB97M-V functional and the def2-TZVPD basis.

Last column: Mulliken charge in e.
Positions of all 15 atoms, in Å:
C: -0.033325 0.733310 -1.658193  -1.16
C: -0.749358 0.657855 -0.393031  0.34
S: -1.807034 1.654760 0.365055  -0.52
C: -0.689959 -0.864446 0.116006  0.65
O: -0.570248 -1.791859 -0.721096  -0.83
O: -1.752134 -1.043301 0.973826  -0.58
N: 0.556221 -0.759326 1.100749  -0.10
C: 1.673156 -0.093023 0.991161  0.02
O: 2.123355 0.592447 0.084717  -0.63
H: -0.228418 1.612671 -2.247596  0.40
H: 0.971907 0.998514 -1.530333  0.36
H: 0.015881 -0.200632 -2.168752  0.33
H: -1.933706 -0.145671 1.220005  0.24
H: 0.129767 -1.169750 1.885583  0.25
H: 2.293902 -0.181550 1.981896  0.25

Forces on the atoms, in the same order (eV/Å):
C -0.3 2.0 -0.6
C -1.1 -1.7 -0.4
S 0.8 0.9 -0.7
C 1.0 0.2 -0.8
O 0.4 -0.1 -1.1
O -0.3 -1.3 1.0
N -1.6 0.1 -1.7
C 1.8 0.1 2.7
O 0.2 -0.2 0.0
H -1.3 0.2 -0.7
H 1.7 -0.2 1.1
H -0.5 -0.7 -0.3
H -1.0 1.0 1.0
H 0.8 -0.4 1.7
H -0.6 0.1 -1.1

Results
Structure (SMILES): CC(=S)[C@]([O-])(O)NC=O
Kohn-Sham gap, eV: 7.30
Total charge: -1

---

A cluster of 2 separate species, C4H6NO4S in total. Source: the OMol25 dataset; level of theory: the ωB97M-V functional and the def2-TZVPD basis.

Last column: Mulliken charge in e.
Positions of all 16 atoms, in Å:
C: -1.277286 -0.753051 0.028215  -0.06
C: 0.673618 0.236026 -1.597942  -0.55
C: 1.092835 -1.229877 -1.314328  -0.59
C: -0.098732 -0.670970 -0.682540  0.63
N: -1.972894 0.521223 0.188351  -0.69
O: 1.361906 -0.148671 2.528349  -0.56
O: -1.610190 -1.780386 0.656483  -0.67
O: 1.309797 1.903671 1.299985  -0.60
O: -0.745172 1.234707 2.437294  -0.58
S: 0.522084 0.797780 1.881164  1.01
H: 1.223270 1.024993 -1.138017  0.28
H: 0.454527 0.283449 -2.624763  0.26
H: 0.849076 -2.017527 -1.972407  0.25
H: 1.885620 -1.485412 -0.645071  0.20
H: -1.361025 1.275420 -0.043018  0.36
H: -2.307434 0.808627 0.998246  0.31

Forces on the atoms, in the same order (eV/Å):
C -2.0 0.3 3.3
C -0.1 -2.2 1.1
C -0.8 0.4 1.9
C 2.0 2.1 -1.4
N 1.9 -2.5 -5.8
O 0.5 -1.7 1.6
O -0.3 1.0 -1.0
O -0.5 -0.1 -0.1
O 0.0 -0.3 0.9
S 0.6 1.8 -2.6
H 0.5 0.5 0.1
H -0.8 0.7 -1.1
H 0.1 -0.6 -1.3
H 0.7 0.1 0.3
H 0.5 0.3 -0.8
H -2.1 0.2 5.0

Results
Kohn-Sham gap (alpha / beta), eV: 6.36 / 8.13
Total charge: -1

---

A cluster of 2 separate species, C4H6NO5 in total. Source: the OMol25 dataset; level of theory: the ωB97M-V functional and the def2-TZVPD basis.

Last column: Mulliken charge in e.
Positions of all 16 atoms, in Å:
C: -0.540315 -1.881129 -0.035675  0.60
C: 1.361683 1.222758 0.954988  -0.73
C: 1.370602 0.271743 -0.186230  -0.53
C: -0.857492 -0.256805 -0.493538  0.19
N: -1.644279 0.610996 0.194509  0.87
O: -0.420033 -2.560115 -0.986149  -0.70
O: -1.437620 0.785748 1.442577  -0.63
O: -0.553224 -2.096620 1.116036  -0.61
O: -2.372697 1.407785 -0.427569  -0.67
O: -1.008240 -0.276949 -1.808207  -0.62
H: 1.592073 2.181901 0.510811  0.30
H: 0.242998 1.407538 1.370654  0.20
H: 2.031124 0.860532 1.699058  0.30
H: 1.568307 -0.908462 -0.035787  0.25
H: 1.460559 0.438402 -1.235920  0.40
H: -0.793452 -1.207327 -2.079559  0.39

Forces on the atoms, in the same order (eV/Å):
C -1.7 4.4 1.2
C -1.8 0.2 -1.6
C -3.0 -4.2 1.2
C 3.5 -3.2 -0.3
N 0.1 2.9 1.6
O 0.8 -2.8 -5.4
O -0.1 -0.9 -1.3
O 0.2 -0.7 4.8
O -0.2 -0.5 0.0
O -0.5 0.6 -1.5
H 0.6 0.5 0.4
H 1.9 -0.9 -0.4
H 0.3 0.2 0.9
H -0.1 3.1 0.2
H 0.1 1.0 -0.4
H -0.1 0.2 0.6

Results
Kohn-Sham gap (alpha / beta), eV: 7.44 / 7.44
Total charge: -1

---

The ion C4H6NO5 with charge -1. Source: the OMol25 dataset; level of theory: the ωB97M-V functional and the def2-TZVPD basis.

Last column: Mulliken charge in e.
Positions of all 16 atoms, in Å:
C: 1.071104 -1.157459 0.120194  -0.88
C: 1.840871 0.149152 0.152379  -0.23
O: 1.161669 1.312927 -0.342144  -0.30
O: 0.012306 0.878405 -1.109460  -0.15
C: -1.051331 1.561726 -0.464132  0.53
O: -1.179421 2.740463 -0.617969  -0.53
N: -1.857226 0.746106 0.340115  -0.27
C: -2.000729 -0.675879 -0.080585  0.62
O: -2.022562 -1.468347 0.868173  -0.73
O: -2.002896 -0.819304 -1.309495  -0.70
H: 1.743593 -1.936816 0.503467  0.38
H: 0.181779 -1.139165 0.759685  0.21
H: 0.752956 -1.423930 -0.889070  0.28
H: 2.775188 0.066311 -0.423927  0.26
H: 2.102737 0.396826 1.191203  0.21
H: -1.528038 0.768984 1.301565  0.30

Forces on the atoms, in the same order (eV/Å):
C 0.1 -0.1 0.2
C 0.3 -0.1 0.0
O -0.3 -0.1 0.1
O 0.1 0.3 -0.2
C -0.3 -0.1 0.0
O 0.1 -0.2 0.1
N 0.4 -0.1 0.0
C 0.7 0.5 -0.4
O -0.4 -0.3 0.2
O -0.4 -0.2 0.0
H -0.1 0.1 -0.1
H 0.2 0.0 -0.2
H 0.0 0.0 0.2
H -0.1 -0.1 0.1
H 0.0 0.0 -0.2
H -0.4 0.3 0.0

Results
Structure (SMILES): CCOOC(=O)NC(=O)[O-]
Kohn-Sham gap, eV: 8.69
Total charge: -1

---

The ion C4H6NOS with charge +1. Source: the OMol25 dataset; level of theory: the ωB97M-V functional and the def2-TZVPD basis.

Last column: Mulliken charge in e.
Positions of all 13 atoms, in Å:
C: 1.654367 -1.166656 -0.002630  -0.39
C: 0.998645 1.252896 -0.012359  0.15
C: 0.136071 -0.871258 -0.035756  0.44
C: -1.440373 0.930216 -0.014428  -0.80
N: -0.002421 0.434254 0.037969  0.00
O: -0.867299 -1.661518 0.015846  -0.43
S: 2.487437 0.331685 -0.002312  0.00
H: 2.069331 -2.150727 0.066550  0.40
H: 0.969818 2.389638 0.026188  0.31
H: -2.037837 0.465218 0.839405  0.30
H: -1.369788 2.087260 0.069051  0.28
H: -1.805679 0.560831 -0.984213  0.35
H: -0.792277 -2.601841 -0.003310  0.39

Forces on the atoms, in the same order (eV/Å):
C -4.9 1.8 -0.2
C 3.8 0.8 0.4
C 8.7 -2.4 0.7
C 0.3 1.1 0.8
N -4.8 1.5 -0.3
O -2.6 0.8 0.0
S -1.9 0.2 -0.1
H 0.4 -0.1 -0.1
H -0.2 -1.9 -0.1
H 1.0 0.8 -1.2
H -0.5 -2.2 -0.3
H -0.2 0.5 0.4
H 0.8 -1.0 -0.1

Results
Kohn-Sham gap, eV: 9.07
Total charge: +1

---

| no. | E_tot (eV) | F_max (eV Å⁻¹) |
| --- | --- | --- |
| 1 | -11879.5418 | 3.583 |
| 2 | -11879.8605 | 3.462 |
| 3 | -11879.7297 | 2.710 |
| 4 | -11870.8590 | 7.917 |
| 5 | -22712.6213 | 5.716 |
| 6 | -22712.9194 | 3.221 |
| 7 | -24758.6147 | 6.640 |
| 8 | -15968.7044 | 6.129 |
| 9 | -15972.0167 | 0.906 |
| 10 | -18609.9071 | 9.073 |